Here is a structure of composition C28H52Al3BBrCl2F10LiN5O14PS2 at a distorted geometry from OMol25. Energies are from wB97M-V/def2-TZVPD.

```
! RIJCOSX wB97M-V def2-TZVPD def2/J DEFGRID3
* xyz 2 1
C 1.54 4.33 0.74
C 2.86 3.77 0.23
C 2.88 2.47 -0.80
C 2.55 3.12 -2.30
C 3.15 2.25 -3.55
N 3.85 0.96 -3.17
O 1.83 1.48 -0.56
C 1.88 0.88 0.78
C 3.29 0.15 1.18
C 3.55 -1.32 0.50
O 3.95 -1.57 -0.75
N 3.36 -2.54 1.43
C 2.34 -3.50 0.88
C 4.64 -3.33 1.56
C 0.55 -0.13 0.87
O -0.43 0.42 -0.13
C -0.59 -0.52 -1.26
C -1.54 -1.82 -0.93
C -3.15 -1.50 -0.84
C -3.60 -0.55 0.41
C -5.12 0.03 0.02
N -5.08 1.22 -0.92
C -5.16 2.55 -0.19
C -4.99 2.80 1.42
O -5.36 3.65 -0.96
P -1.26 0.47 -2.80
C -0.03 0.06 -4.26
O -1.23 2.18 -2.51
B 0.00 -0.07 2.42
C -0.66 1.28 3.13
O 0.14 -1.29 3.28
H 0.61 4.54 0.06
H 1.46 4.49 1.92
H 3.84 4.28 0.62
H 3.98 2.06 -0.77
H 1.36 3.07 -2.40
H 2.81 4.28 -2.34
H 3.82 2.98 -4.21
H 2.24 1.95 -4.25
H 3.10 0.27 -2.97
H 4.29 0.62 -4.08
H 1.68 1.68 1.64
H 4.25 0.80 0.98
H 3.26 -0.01 2.36
H 1.32 -3.31 1.47
H 2.09 -3.36 -0.26
H 2.62 -4.63 1.06
H 4.48 -4.23 2.32
H 4.86 -3.85 0.51
H 5.56 -2.72 1.98
H 0.78 -1.22 0.51
H 0.45 -0.95 -1.63
H -1.27 -2.66 -1.72
H -1.23 -2.29 0.13
H -3.70 -2.55 -0.71
H -3.52 -1.09 -1.89
H -3.73 -1.21 1.37
H -2.94 0.40 0.58
H -5.79 0.17 0.97
H -5.62 -0.86 -0.60
H -5.87 1.11 -1.62
H -3.93 2.55 1.84
H -5.29 3.93 1.64
H -5.77 2.14 2.02
H -0.53 -0.72 -4.99
H 0.96 -0.46 -3.85
H 0.26 1.01 -4.88
H -2.18 2.41 -2.24
H 0.20 1.86 3.66
H -1.02 1.97 2.22
H -1.57 1.01 3.85
H 1.13 -1.36 3.50
C 2.74 -8.32 1.04
C 3.29 -7.24 1.95
N 3.76 -6.34 2.71
H 1.95 -8.88 1.56
H 2.32 -7.86 0.14
H 3.53 -9.01 0.75
Al 5.03 -6.39 4.27
C -8.66 1.93 -1.95
O -8.30 2.60 -0.75
H -9.48 1.24 -1.73
H -8.99 2.66 -2.69
H -7.80 1.38 -2.33
H -7.58 3.21 -0.97
Br 4.72 4.47 1.76
C 7.38 2.88 1.76
F 6.85 4.13 1.95
F 6.38 2.00 2.05
F 7.60 2.76 0.41
S 8.89 2.58 2.74
O 8.45 2.73 4.13
O 9.83 3.60 2.28
N 9.15 1.10 2.24
S 10.45 0.47 2.91
O 10.37 0.17 4.34
O 11.73 1.02 2.47
C 10.35 -1.15 2.09
F 10.40 -1.06 0.73
F 9.18 -1.81 2.37
F 11.36 -2.00 2.45
C 3.24 -8.70 -2.33
O 3.56 -7.78 -3.06
O 2.08 -9.01 -2.04
O 4.02 -9.47 -1.76
Li 8.62 -0.15 -0.07
Al 11.62 1.58 4.96
Cl -12.25 -1.67 -1.53
C -13.23 -0.23 -1.90
C -12.96 0.30 -3.30
Cl -11.33 1.00 -3.46
H -13.01 0.53 -1.14
H -14.28 -0.52 -1.80
H -13.67 1.10 -3.54
H -13.07 -0.49 -4.05
F -11.33 4.05 -1.24
Al -11.18 4.92 0.32
F -9.79 6.07 0.24
F -10.90 3.74 1.65
F -12.69 5.84 0.65
*
```

Summary:
ΔE to the lowest compared entry with this formula, charge and spin: 16.287 eV

***

Here is the ion C10H17NP with charge +1 at a distorted geometry from OMol25. Energies are from wB97M-V/def2-TZVPD.

```
! RIJCOSX wB97M-V def2-TZVPD def2/J DEFGRID3
* xyz 1 1
C -3.25 2.23 -1.35
C -1.14 -1.43 -0.51
C -2.22 2.32 -0.47
C -0.34 -0.87 0.40
C -1.65 2.09 2.12
C 2.99 -0.90 -0.98
C 2.87 -2.39 -0.38
C 1.91 -0.10 -0.24
C 1.42 -2.57 0.00
C -2.40 2.70 1.01
N 1.08 -1.20 0.52
P -0.72 0.64 1.94
H -3.17 1.94 -2.40
H -4.23 2.47 -0.91
H -1.00 -2.46 -0.81
H -2.23 -1.12 -0.46
H -1.16 2.43 -0.73
H 3.98 -0.44 -0.87
H 2.72 -0.81 -2.11
H 3.34 -3.12 -0.99
H 3.32 -2.27 0.64
H 2.27 0.57 0.62
H 1.25 0.42 -0.82
H 0.86 -2.64 -0.91
H 1.15 -3.42 0.70
H -3.46 2.76 1.36
H -2.03 3.73 0.99
H 1.31 -1.22 1.55
H -1.47 2.67 3.10
*
```

Summary:
ΔE to the lowest compared entry with this formula, charge and spin: 4.699 eV

***

Here is a cluster of 6 separate species, C35H32F6N5O11S in total at a distorted geometry from OMol25. Energies are from wB97M-V/def2-TZVPD.

```
! RIJCOSX wB97M-V def2-TZVPD def2/J DEFGRID3
* xyz 1 1
C -2.24 2.00 -8.41
S -0.56 2.57 -8.04
C -0.30 4.18 -8.83
C 1.05 4.79 -8.45
O 1.05 6.09 -8.95
C 1.36 4.75 -6.93
F 0.24 4.72 -6.19
F 2.10 3.66 -6.65
F 2.06 5.82 -6.57
C 0.54 1.33 -8.91
F 1.58 1.13 -8.13
F 0.92 1.76 -10.10
F -0.15 0.22 -9.02
H -2.29 1.56 -9.40
H -2.44 1.26 -7.64
H -2.91 2.86 -8.32
H -0.37 4.05 -9.91
H -1.11 4.85 -8.54
H 1.84 4.22 -8.97
H 1.95 6.36 -9.15
C 3.09 -1.58 -3.24
C 2.65 -2.22 -4.39
C 1.48 -1.80 -5.01
C 0.77 -0.75 -4.45
C 1.19 -0.11 -3.30
C 2.36 -0.53 -2.69
N -0.46 -0.29 -5.11
O -0.82 -0.88 -6.12
O -1.05 0.65 -4.62
H 4.01 -1.91 -2.76
H 3.22 -3.04 -4.82
H 1.13 -2.30 -5.90
H 0.62 0.70 -2.88
H 2.70 -0.05 -1.79
C -1.97 -2.26 1.39
C -1.49 -1.72 2.58
C -0.38 -0.89 2.56
C 0.23 -0.62 1.35
C -0.22 -1.16 0.16
C -1.33 -1.98 0.18
N 1.40 0.27 1.33
O 1.79 0.71 2.40
O 1.92 0.53 0.26
H -2.84 -2.90 1.41
H -1.99 -1.93 3.50
H -0.01 -0.46 3.48
H 0.27 -0.94 -0.78
H -1.71 -2.41 -0.74
C -7.71 0.34 2.38
C -7.06 -0.41 3.36
C -6.29 -1.50 3.00
C -6.17 -1.82 1.66
C -6.81 -1.09 0.68
C -7.58 0.00 1.04
N -5.34 -2.97 1.28
O -4.81 -3.60 2.17
O -5.21 -3.21 0.10
H -8.31 1.20 2.67
H -7.16 -0.14 4.40
H -5.78 -2.09 3.76
H -6.71 -1.37 -0.36
H -8.09 0.58 0.29
C 0.87 -3.98 9.02
C 0.31 -2.71 9.08
C -0.52 -2.26 8.06
C -0.78 -3.11 7.00
C -0.23 -4.38 6.92
C 0.60 -4.81 7.94
N -1.67 -2.65 5.92
O -2.12 -1.52 6.00
O -1.90 -3.42 5.01
H 1.51 -4.32 9.81
H 0.53 -2.06 9.92
H -0.95 -1.27 8.10
H -0.44 -5.02 6.07
H 1.04 -5.80 7.89
C 5.76 1.36 3.29
C 4.56 1.29 3.98
C 4.52 1.60 5.33
C 5.68 1.98 5.97
C 6.89 2.05 5.30
C 6.93 1.74 3.95
N 5.64 2.33 7.40
O 4.57 2.23 7.97
O 6.67 2.69 7.93
H 5.79 1.12 2.24
H 3.65 0.99 3.47
H 3.59 1.54 5.88
H 7.79 2.35 5.82
H 7.86 1.79 3.41
*
```

***

Here is an isolated molecule of C7H17N at a distorted geometry from OMol25. Energies are from wB97M-V/def2-TZVPD.

```
! RIJCOSX wB97M-V def2-TZVPD def2/J DEFGRID3
* xyz 0 1
C 0.60 -0.40 -0.59
N -0.11 -1.81 -0.80
C 0.75 -2.84 -0.03
C 1.97 -3.28 -0.77
C -0.40 0.65 -0.86
C -1.47 3.61 1.62
C -1.01 2.11 1.42
C -0.39 2.01 -0.13
H 1.49 -0.38 -1.17
H 0.79 -0.37 0.49
H -0.12 -2.09 -1.74
H 0.88 -2.67 1.05
H -0.04 -3.69 0.11
H 2.77 -2.80 -1.22
H 2.50 -3.97 0.01
H 1.66 -3.98 -1.61
H -0.46 0.92 -1.86
H -1.44 0.27 -0.63
H -1.90 4.05 0.75
H -0.59 4.25 1.89
H -2.36 3.70 2.39
H -1.85 1.35 1.50
H -0.40 1.71 2.26
H 0.55 2.42 -0.13
H -1.04 2.81 -0.52
*
```

Summary:
ΔE to the lowest compared entry with this formula, charge and spin: 3.023 eV

***

Ordered LUMO results: -9.76; -3.59; -3.24; 1.12; unit eV.
Ordered orbital gap results: 0.9; 8.8; 7.7; 10.0; unit eV.